{
  "formula": "CH4O3",
  "method": "the ωB97M-V functional and the def2-TZVPD basis",
  "max_force_ha_per_bohr": 0.035,
  "orbital_gap_ev": 11.1,
  "homo_energy_ev": -10.937,
  "total_charge": 0,
  "relative_energy_kcal_mol": 18.8,
  "molar_mass_g_mol": 64.040,
  "species": ["O", "C", "O", "H", "H", "O", "H", "H"],
  "positions_angstrom": [[3.1683, -0.8295, -0.0567], [1.9965, -0.9737, 0.0869], [1.0960, -0.0473, -0.2696], [1.3838, -1.6625, 0.7015], [0.2069, -0.3573, 0.0550], [-2.4246, 1.2707, -0.5238], [-2.5232, 0.5589, 0.1485], [-2.9036, 2.0407, -0.1418]],
  "forces_ev_per_angstrom": [[-0.34, -0.71, -0.24], [-0.62, 0.97, 1.36], [-1.41, 0.26, -0.36], [1.19, -1.16, -0.09], [1.21, 0.68, -0.70], [-0.50, -0.05, 1.11], [-0.05, 0.84, -0.69], [0.52, -0.83, -0.37]],
  "lowdin_charge": [0.0974, -0.4116, 0.0590, 0.1346, 0.1148, -0.0868, 0.0414, 0.0512]
}